Entry 1:
Computed, not measured: C9H7N3O in the gas phase in a non-equilibrium geometry, with ωB97M-V with the def2-TZVPD basis set.

Computed properties:
HOMO (alpha / beta)   -10.0124 / -10.0121 eV
Spin multiplicity   1
Frontier orbital gap (alpha / beta)   0.289 / 0.289 hartree
LUMO energy (alpha / beta)   -0.0788 / -0.0788 hartree

```
20
Properties=species:S:1:pos:R:3:forces:R:3
C 2.988 -1.034 0.406 1.1 -0.2 0.1
C 0.979 1.526 0.852 0.2 0.6 0.4
C 1.154 0.877 -1.448 0.1 0.3 -0.6
C 0.557 -1.921 0.169 0.1 -0.4 0.1
C 1.658 -1.211 0.270 -2.8 2.6 -0.6
C 0.522 0.711 -0.199 1.3 -3.4 0.8
C -0.819 0.014 -0.076 -0.6 0.7 0.1
C -1.482 0.372 1.259 0.2 -0.2 -0.2
C -1.748 0.307 -1.266 0.1 -0.2 0.1
N 4.122 -0.828 0.489 0.1 0.0 0.1
N 1.365 2.184 1.709 0.1 0.2 0.3
N 1.705 0.980 -2.449 0.1 0.1 -0.4
O -0.651 -1.436 -0.072 0.1 -0.3 -0.1
H 0.530 -3.002 0.273 0.1 0.0 0.0
H -1.736 1.429 1.287 0.0 0.0 0.0
H -0.814 0.164 2.096 0.0 -0.1 0.0
H -2.384 -0.224 1.372 -0.1 0.0 0.0
H -1.193 0.669 -2.125 0.0 0.0 -0.1
H -2.502 1.039 -0.996 0.0 0.1 0.0
H -2.250 -0.616 -1.549 -0.1 0.0 0.0
```
Positions in Å, forces in eV/Å.

Entry 2:
Computed, not measured: 2 unconnected molecules or ions with the total composition C9H7NO3 in a non-equilibrium geometry, with ωB97M-V with the def2-TZVPD basis set.

Computed properties:
HOMO (alpha / beta)   -7.5200 / -7.5201 eV
Spin multiplicity   1
Frontier orbital gap (alpha / beta)   0.247 / 0.247 hartree
LUMO energy (alpha / beta)   -0.0289 / -0.0289 hartree

```
20
Properties=species:S:1:pos:R:3:forces:R:3
C 0.927 -0.294 -3.489 0.7 0.7 -4.4
C 0.061 0.691 -3.000 0.9 -0.5 -0.6
C 1.704 -1.056 -2.674 0.5 -2.4 2.5
C -0.089 0.733 -1.646 0.0 -0.6 -0.5
C 1.451 -1.022 -1.280 -0.1 0.8 0.4
C 0.190 -0.089 0.562 0.0 0.0 -2.0
C -1.800 1.401 2.945 0.3 3.9 -2.8
C 0.708 -0.498 1.631 -0.7 0.8 1.8
C -2.112 0.323 3.528 -3.0 -2.6 2.7
N 0.510 -0.167 -0.772 -0.2 1.1 -0.9
O -1.698 2.371 2.263 0.2 -1.2 0.9
O 0.853 -0.568 2.812 1.0 -0.7 0.0
O -1.438 -0.602 4.217 2.9 -1.2 0.7
H 1.121 -0.344 -4.664 -0.5 0.0 2.7
H -0.399 1.450 -3.686 0.3 -1.0 1.0
H 2.413 -1.891 -2.951 -0.8 1.5 -0.2
H -0.743 1.500 -1.347 -0.6 0.4 1.6
H 1.949 -1.509 -0.409 -0.2 -0.1 -1.5
H -3.141 0.120 3.919 0.3 1.2 -1.4
H -0.466 -0.551 4.042 -0.9 -0.2 -0.1
```
Positions in Å, forces in eV/Å.

Entry 3:
Computed, not measured: 2 unconnected molecules or ions with the total composition C9H7NO3 in a non-equilibrium geometry, with ωB97M-V with the def2-TZVPD basis set.

Computed properties:
HOMO   -9.5060 eV
Spin multiplicity   1
Frontier orbital gap   0.313 hartree
LUMO energy   -0.0361 hartree

```
20
Properties=species:S:1:pos:R:3:forces:R:3
C -2.466 -0.881 -0.037 -0.1 -1.9 0.2
C -0.946 -1.542 -0.009 -1.8 2.5 -9.6
C 0.448 -0.773 -0.219 -7.6 -0.8 0.4
C 1.572 -1.435 -0.059 2.8 -5.0 -1.4
C 2.620 -0.630 0.032 6.5 0.8 2.4
C 2.679 0.798 0.225 0.8 1.2 1.1
C 1.523 1.535 0.120 -1.5 -1.2 0.0
C 0.328 0.537 -0.253 -0.4 7.6 1.5
C -1.101 1.242 -0.269 1.6 0.2 -0.2
H -2.901 2.230 -0.782 0.2 -0.4 3.1
H -1.160 -2.145 -1.027 1.0 0.1 2.8
H -0.902 -1.951 0.860 0.2 -3.6 5.1
H 1.686 -2.633 -0.236 -0.4 3.2 0.9
H 3.657 -1.076 0.328 -1.9 0.4 -1.1
H 3.665 1.350 0.682 -2.4 -1.8 -1.5
H 1.548 2.687 0.531 -0.8 -3.2 -1.7
N -2.267 0.487 0.282 -0.5 2.3 -0.1
O -3.344 1.338 0.700 2.5 0.2 -4.7
O -3.510 -1.603 -0.185 4.7 4.0 0.9
O -1.131 2.465 -0.685 -2.9 -4.7 1.6
```
Positions in Å, forces in eV/Å.

Entry 4:
Computed, not measured: a molecular structure, C9H7NO4STb in a non-equilibrium geometry, with ωB97M-V with the def2-TZVPD basis set.

Computed properties:
HOMO (alpha / beta)   -20.6246 / -20.6306 eV
Spin multiplicity   7
Total charge   +3
Frontier orbital gap (alpha / beta)   0.246 / 0.256 hartree
LUMO energy (alpha / beta)   -0.5122 / -0.5025 hartree

```
23
Properties=species:S:1:pos:R:3:forces:R:3
Tb -0.107 -0.917 -1.477 0.3 -1.4 0.3
C -0.074 0.179 1.591 0.1 3.7 2.0
O -0.068 1.177 2.163 0.0 -3.6 -1.7
C -0.043 1.692 -1.325 0.1 5.0 4.0
O 0.019 2.566 -0.557 -0.4 -4.0 -4.2
C -1.985 0.043 -0.310 -4.6 2.1 4.1
O -2.699 0.470 0.485 2.7 -1.7 -3.5
C 1.791 0.191 -0.510 5.2 1.7 4.5
O 2.545 0.565 0.282 -3.1 -1.5 -3.8
C -0.017 -1.523 -3.909 0.1 1.3 -1.1
H 0.911 -2.109 -3.917 0.0 0.2 0.1
H -0.945 -2.112 -3.890 0.0 0.2 0.1
C -0.019 -0.199 -4.277 0.0 -1.4 -1.2
H -0.939 0.332 -4.557 0.1 -0.2 0.5
H 0.898 0.320 -4.585 -0.1 -0.2 0.5
S -0.933 -4.487 1.067 1.5 1.0 -0.5
C 0.642 -4.114 1.776 -0.6 1.3 -0.9
C 1.203 -3.006 1.157 -0.5 -0.6 -0.1
N 0.443 -2.515 0.105 -0.6 -0.5 -0.5
C -0.691 -3.219 -0.081 0.7 -0.2 1.4
H 1.044 -4.650 2.634 -0.2 0.0 -0.2
H 2.146 -2.493 1.373 -0.4 -0.5 0.1
H -1.428 -2.909 -0.828 -0.2 -0.6 0.1
```
Positions in Å, forces in eV/Å.

Entry 5:
Computed, not measured: C9H7NS in the gas phase in a non-equilibrium geometry, with ωB97M-V with the def2-TZVPD basis set.

Computed properties:
HOMO (alpha / beta)   -5.7399 / -9.0199 eV
Spin multiplicity   3
Frontier orbital gap (alpha / beta)   0.243 / 0.249 hartree
LUMO energy (alpha / beta)   0.0324 / -0.0829 hartree

```
18
Properties=species:S:1:pos:R:3:forces:R:3
C -1.291 1.679 -1.015 -1.4 -0.5 -3.7
C -0.768 0.471 -1.674 -0.4 3.4 5.3
C -1.226 2.108 0.297 0.8 -1.9 -0.1
C -0.117 0.130 0.499 2.7 -3.1 3.6
C -0.038 -0.309 -0.762 -0.5 0.5 -0.5
C -0.630 1.221 1.223 0.1 -0.9 -2.5
C 0.794 -0.886 1.462 -3.4 5.0 -2.7
C 0.986 -1.367 -0.868 0.8 -1.2 -1.5
C 1.259 -1.902 0.594 0.1 -2.6 -0.7
N -0.428 1.140 2.531 -0.8 1.7 -0.2
S 0.387 -0.197 2.947 1.2 -1.7 3.5
H -1.953 2.299 -1.720 1.3 -0.6 1.1
H -0.971 0.420 -2.656 -0.3 -0.8 -3.3
H -1.588 3.045 0.482 -1.0 2.2 0.9
H 0.754 -2.108 -1.720 0.5 0.7 1.7
H 1.904 -0.840 -1.177 -0.1 -0.2 -0.1
H 2.354 -2.063 0.819 -1.1 -0.7 -0.6
H 0.573 -2.842 0.737 1.5 0.9 -0.1
```
Positions in Å, forces in eV/Å.

Entry 6:
Computed, not measured: a molecular structure, C9H8AuF5N5O4S, with ωB97M-V with the def2-TZVPD basis set.

Computed properties:
HOMO   -11.6239 eV
Spin multiplicity   1
Total charge   +1
Frontier orbital gap   0.230 hartree
LUMO energy   -0.1968 hartree

```
33
Properties=species:S:1:pos:R:3:forces:R:3
Au 0.402 -1.217 -0.321 -0.1 0.1 0.1
F 4.075 4.002 2.558 0.0 0.0 0.0
C 3.718 2.937 1.863 0.0 0.0 0.0
C 2.769 2.064 2.371 0.0 0.0 0.0
F 2.207 2.301 3.551 0.0 0.0 0.0
C 2.412 0.947 1.642 -0.1 -0.1 0.1
F 1.474 0.140 2.158 0.1 0.0 0.0
C 2.953 0.676 0.392 0.0 0.1 -0.1
S 2.565 -0.717 -0.600 0.2 0.0 0.0
C 3.896 1.579 -0.100 0.0 0.0 -0.1
F 4.449 1.375 -1.290 0.0 0.0 0.0
C 4.286 2.691 0.622 0.0 0.0 0.0
F 5.191 3.525 0.131 0.0 0.0 0.0
N -1.263 -1.937 -2.627 0.1 0.0 0.0
N -2.468 -2.225 -1.997 0.0 0.1 0.0
C -2.565 -2.445 -0.670 0.0 0.0 0.1
N -3.736 -2.888 -0.235 0.0 0.1 0.0
N -1.484 -2.207 0.094 -0.1 0.1 0.0
N -1.486 -2.568 1.452 0.2 -0.8 -0.2
O -2.485 -2.990 1.995 -0.1 0.3 0.1
O -0.393 -2.499 1.964 -0.1 0.3 0.1
H -1.351 -1.094 -3.181 0.0 0.0 0.0
H -0.979 -2.708 -3.222 0.0 0.0 0.0
H -3.285 -2.413 -2.559 0.0 0.0 0.0
H -4.476 -3.093 -0.885 0.0 0.0 0.0
H -3.866 -3.045 0.753 0.0 0.0 0.0
C -2.150 2.012 -0.338 0.0 0.0 0.0
O -1.475 0.714 -0.246 0.0 0.1 0.2
C -0.275 0.691 -0.779 -0.2 -0.3 -0.4
O 0.274 1.487 -1.447 0.1 0.1 0.2
H -3.101 1.865 0.159 0.0 0.0 0.0
H -2.281 2.279 -1.383 0.0 0.0 0.0
H -1.551 2.760 0.174 0.0 0.0 0.0
```
Positions in Å, forces in eV/Å.

Energy / Ha: -586.51209; -627.42242; -627.29289; -1924.29069; -799.90051; -1955.29090